No. 1
Below is a 5-piece molecular cluster, C13H27FNO20PS6 overall, with properties calculated with ωB97M-V/def2-TZVPD.

Structure (ORCA input):
```
! RIJCOSX wB97M-V def2-TZVPD def2/J DEFGRID3
* xyz 0 1
H 0.319 -0.299 0.284
C -4.354 3.818 -2.325
H -4.076 5.723 4.142
C -3.491 6.644 4.182
O -0.569 -7.199 -0.296
H 2.440 -7.663 -1.521
O 5.617 1.865 -1.829
O -1.668 -7.603 -2.464
S -0.813 -6.695 -1.793
H 1.886 -6.105 -0.866
H 2.419 0.027 -3.781
H -4.587 5.379 -0.824
H 0.914 -2.120 -1.204
O 1.379 -2.877 0.710
O -2.648 1.737 -0.489
O 0.677 -6.906 -2.331
H 0.220 -3.667 -0.803
C -2.080 6.384 4.665
C 2.649 -2.346 0.472
H -2.041 5.673 5.484
H -1.582 7.309 4.961
C 2.929 0.985 -3.901
H 1.780 -0.683 2.321
C -3.807 4.879 -1.392
O -0.983 3.170 -1.632
C 0.731 -7.799 -0.179
H 1.391 1.959 -2.704
S -2.001 6.524 2.187
C 0.461 -2.691 -0.379
O -3.330 7.134 2.845
H 0.637 -8.864 -0.399
O -2.358 5.484 1.286
O 4.322 0.790 -3.611
C -0.832 -1.983 -0.026
H -3.220 5.623 -1.934
O -3.243 2.947 -2.562
C -1.538 -2.516 1.211
S 4.570 0.937 -2.036
H -0.103 -2.104 2.716
S -2.323 2.895 -1.244
C 1.569 -7.089 -1.218
S 4.501 -0.159 1.992
H -4.719 4.230 -3.262
S 3.805 -3.491 1.305
F 3.559 -3.226 2.818
C 2.465 1.993 -2.871
N -0.618 -0.527 -0.025
H -2.570 -2.833 1.087
H -4.013 7.378 4.791
O 4.580 -0.352 -1.440
O -2.933 4.173 -0.509
P 2.761 -0.660 1.313
H 2.758 3.008 -3.142
H -5.148 3.239 -1.848
H -1.514 -2.171 -0.865
O 5.144 -3.247 0.919
H 2.344 0.287 0.354
C -1.031 -2.586 2.428
O -1.167 7.601 1.790
H -1.531 -3.177 3.189
O -1.096 -5.302 -1.750
O -1.601 0.149 0.732
H 2.802 1.337 -4.920
H -1.181 0.948 1.063
O -1.404 5.859 3.515
O 3.166 1.625 -1.674
H 2.932 -2.294 -0.583
O 3.330 -4.810 1.042
H 1.120 -7.669 0.827
*
```

For the HOMO energy, the calculation gives -0.30518 Ha. The total energy is -4901.17936 Ha.

Results of the Löwdin charge analysis, in e, for atoms 1 through 8: number 1, H, carries 0.049; number 2, C, carries -0.163; number 3, H, carries 0.134; number 4, C, carries -0.163; number 5, O, carries -0.183; number 6, H, carries 0.139; number 7, O, carries -0.199; number 8, O, carries -0.211

---

No. 2
Below is C13H27InNO5 as an isolated structure, with properties calculated with ωB97M-V/def2-TZVPD.

Structure (ORCA input):
```
! RIJCOSX wB97M-V def2-TZVPD def2/J DEFGRID3
* xyz -2 2
H -21.359 15.077 13.627
H -16.511 16.905 14.108
O -20.082 16.898 19.524
In -19.213 19.264 18.094
H -19.475 15.088 20.221
H -19.041 17.465 11.656
H -18.340 14.730 15.196
C -17.662 19.320 14.154
H -19.682 15.013 18.560
O -21.024 21.033 16.501
H -18.467 15.569 12.279
H -18.700 19.077 11.733
C -22.310 20.548 16.479
H -21.009 14.775 15.697
H -22.267 14.654 19.098
O -20.011 18.356 15.377
H -24.101 19.672 17.368
C -23.091 19.938 17.678
H -16.883 19.072 14.874
O -22.462 19.061 18.619
H -22.362 19.700 15.796
H -19.799 15.727 16.612
H -20.682 18.507 14.707
H -20.762 16.373 12.578
H -17.107 14.726 12.955
C -17.865 15.475 13.183
C -20.152 15.444 19.444
O -22.135 14.839 21.097
C -19.905 16.223 14.557
H -23.416 20.801 18.258
C -20.634 15.775 15.912
H -17.148 19.839 13.344
H -21.455 16.321 16.375
C -18.826 15.158 14.319
H -16.787 16.996 12.315
H -21.898 16.782 13.778
N -19.204 17.449 14.792
H -18.170 20.025 14.811
C -19.147 18.298 12.351
C -18.359 17.991 13.653
C -17.242 16.889 13.300
H -23.073 21.216 16.081
C -21.495 14.611 19.867
H -21.178 13.569 19.813
H -19.466 14.362 13.939
C -21.049 16.121 13.599
H -20.180 18.503 12.634
*
```

For the HOMO energy (spin up / spin down), the calculation gives 0.02193 / 0.02393 Ha. The total energy is -1132.23409 Ha.

Results of the Löwdin charge analysis, in e, for atoms 1 through 8: number 1, H, carries 0.083; number 2, H, carries 0.104; number 3, O, carries -0.377; number 4, In, carries 0.811; number 5, H, carries 0.073; number 6, H, carries 0.058; number 7, H, carries 0.122; number 8, C, carries -0.031

---

No. 3
Below is C13H27N2O4PTc as an isolated structure, with properties calculated with ωB97M-V/def2-TZVPD.

Structure (ORCA input):
```
! RIJCOSX wB97M-V def2-TZVPD def2/J DEFGRID3
* xyz 4 4
C -0.299 1.845 1.701
H 0.532 -1.486 -2.435
O -0.259 -0.829 3.396
H 2.537 -0.923 -2.173
H -1.104 3.135 -1.528
N -0.008 0.986 4.808
H -0.295 -4.905 0.372
C 1.712 2.392 -1.435
C -0.102 -0.334 4.556
H -2.075 -1.900 -0.852
Tc -0.105 -0.018 1.379
C -1.492 0.982 -1.742
C -1.318 0.947 -3.263
C -1.404 -2.074 -1.704
C 0.806 -2.338 -0.467
H -1.875 -1.659 -2.603
H -2.290 1.174 -3.721
H 0.633 -3.391 -0.695
H 2.598 2.725 -1.994
H 1.881 -2.142 -0.522
H 1.919 2.501 -0.360
C 1.822 0.240 1.608
H 0.079 1.276 5.771
H -0.602 1.706 -3.601
O 2.956 0.458 1.768
H -0.108 -2.173 5.417
H -2.323 0.314 -1.455
C 1.433 0.941 -1.829
H 1.104 0.941 -2.880
H 0.879 3.057 -1.694
H -1.306 -3.159 -1.840
C 2.699 0.083 -1.770
H 0.121 -0.845 6.542
H 3.104 0.002 -0.754
N -0.023 -1.184 5.600
H -0.159 1.677 4.084
C 0.002 -1.504 -1.468
H -0.262 -4.719 1.097
H 0.472 -2.185 0.581
H -2.051 2.430 -0.200
P -0.014 0.267 -0.883
H -0.995 -0.030 -3.640
H -2.802 2.663 -1.788
C -2.035 -0.365 1.230
O -3.185 -0.539 1.148
H 3.449 0.578 -2.402
C -1.867 2.388 -1.278
O -0.375 2.995 1.923
*
```

For the HOMO energy (spin up / spin down), the calculation gives -0.87474 / -0.86711 Ha. The total energy is -1342.31637 Ha.

Results of the Löwdin charge analysis, in e, for atoms 1 through 8: number 1, C, carries -0.215; number 2, H, carries 0.136; number 3, O, carries -0.075; number 4, H, carries 0.094; number 5, H, carries 0.093; number 6, N, carries 0.384; number 7, H, carries 0.053; number 8, C, carries -0.020

---

No. 4
Below is C13H27N3O8V as an isolated structure, with properties calculated with ωB97M-V/def2-TZVPD.

Structure (ORCA input):
```
! RIJCOSX wB97M-V def2-TZVPD def2/J DEFGRID3
* xyz 0 2
H 1.624 1.246 3.400
C -0.470 -2.622 2.041
H -4.792 1.099 2.081
C -0.939 0.997 -4.758
N -1.536 2.304 -4.473
H 2.064 -4.179 0.917
H 3.994 3.732 2.989
C 2.940 2.764 0.685
O -2.040 0.645 2.511
C 3.672 2.691 3.040
H 2.423 -3.651 2.506
H -0.916 0.836 -5.832
O 0.787 1.258 1.542
O 0.953 -0.543 -0.659
H 0.072 0.920 -4.344
H -1.050 -5.098 2.531
H -5.081 -0.530 2.616
O -1.401 1.419 -0.120
O -2.883 -0.769 1.102
H 4.585 2.099 2.886
H -0.254 3.782 -5.288
O -2.142 3.709 -2.791
H 1.872 -2.676 -1.627
N 0.384 -3.637 2.026
C 0.839 -2.561 -1.943
H -1.930 4.211 -5.273
H 3.291 2.486 4.038
C -1.861 2.600 -3.185
H 0.273 -3.460 -1.704
C 0.025 -4.949 2.488
H -4.297 0.657 3.716
H -1.494 -2.888 2.331
H 0.813 -2.392 -3.020
H 3.717 2.120 0.281
H 0.518 -5.167 3.435
V -0.977 0.075 0.588
C -4.376 0.296 2.696
H -1.533 0.195 -4.318
N 2.661 2.392 2.063
H 0.362 -5.688 1.750
H 2.021 2.742 0.108
C -3.038 -0.018 2.122
C 0.211 -1.370 -1.252
O -0.153 -1.467 1.758
C -1.265 3.358 -5.401
H 3.255 3.811 0.694
C 1.636 1.583 2.349
H 1.952 -2.438 1.261
H -1.865 1.692 -2.563
O -1.047 -1.186 -1.230
C 1.762 -3.427 1.659
H -1.371 3.000 -6.425
*
```

For the HOMO energy (spin up / spin down), the calculation gives -0.31072 / -0.31524 Ha. The total energy is -2221.86547 Ha.

Results of the Löwdin charge analysis, in e, for atoms 1 through 8: number 1, H, carries 0.152; number 2, C, carries -0.239; number 3, H, carries 0.099; number 4, C, carries -0.056; number 5, N, carries -0.200; number 6, H, carries 0.097; number 7, H, carries 0.089; number 8, C, carries -0.016